Arrangement 1

Formula: C24H43N5O7Sb2W
Source: the OMol25 dataset
Level of theory: ωB97M-V/def2-TZVPD

## Properties
Orbital gap, eV: 5.095

Geometry as ORCA input:
```
! RIJCOSX wB97M-V def2-TZVPD def2/J DEFGRID3
* xyz 4 1
W -1.39072 1.25586 -0.64837
O -2.53394 2.38866 -2.14047
C -2.03454 3.73999 -2.47629
C -1.76627 4.42826 -1.16934
N -0.83445 3.61718 -0.33199
C 0.59125 3.78217 -0.76448
C 1.29079 1.39983 0.20115
O 2.29723 0.79749 -0.66015
O 0.13177 0.63172 0.35593
C -1.09994 3.89738 1.08878
C -2.21099 3.00426 1.61262
O -2.75306 3.03918 2.64286
O -2.51402 1.94788 0.66456
H -3.50388 2.39705 -2.09771
H -2.79535 4.24333 -3.06886
H -1.14906 3.57204 -3.08357
H -2.70360 4.54304 -0.62250
H -1.35546 5.42880 -1.32720
H 1.17267 4.32146 -0.01896
H 0.64237 4.33891 -1.69953
H -1.38901 4.93570 1.26488
H -0.23120 3.66340 1.70268
C -0.37608 -2.02752 -2.57126
Sb -1.89243 -0.57074 -2.77021
C -1.50929 0.50028 -4.54766
C -3.75809 -1.63970 -2.90391
C -3.56898 -3.01271 -2.32890
C -3.29927 -4.06717 -3.19707
C -3.11269 -5.35654 -2.71990
C -3.19138 -5.60145 -1.35706
C -3.46114 -4.55670 -0.48487
C -3.65189 -3.25683 -0.94976
C -3.99475 -2.18190 0.03375
Sb -2.29591 -1.08156 0.77385
C -2.88379 -0.43018 2.68891
C -0.73689 -2.47201 1.07402
H -0.17744 -2.41837 -3.56902
H -0.74817 -2.82607 -1.93138
H 0.51965 -1.55963 -2.16696
H -1.45810 -0.23903 -5.34744
H -0.55552 1.01477 -4.45370
H -2.31735 1.19926 -4.74667
H -3.97250 -1.66642 -3.97266
H -4.53038 -1.04513 -2.41974
H -3.26722 -3.88525 -4.26559
H -2.92824 -6.16647 -3.41235
H -3.06931 -6.60591 -0.97535
H -3.57012 -4.76375 0.57418
H -4.39521 -2.60776 0.95595
H -4.71941 -1.45369 -0.32768
H -3.07566 -1.32139 3.28600
H -3.78901 0.16687 2.60201
H -2.09737 0.16582 3.14679
H -0.30608 -2.26779 2.05207
H 0.01910 -2.36572 0.30093
H -1.15868 -3.47555 1.05289
N 0.88505 1.88104 2.56455
C 1.91327 1.89109 1.52942
C 3.25856 1.22434 1.88903
C 3.24975 -0.28635 2.13123
C 4.45407 -0.77999 2.93881
N 5.72720 -0.55780 2.25042
C 6.90155 -1.03673 2.68522
N 6.96988 -1.70186 3.83178
N 7.99891 -0.85507 1.95877
C 1.07245 2.36545 -0.96849
O 2.32796 2.04378 -1.45337
O 0.05146 1.73100 -1.76052
H 1.20888 2.39099 3.38107
H 0.69177 0.93545 2.87613
H 2.17010 2.94094 1.35690
H 3.59892 1.73543 2.79421
H 3.96982 1.47968 1.10082
H 3.18457 -0.83151 1.18622
H 2.37448 -0.56548 2.72551
H 4.34476 -1.85224 3.11145
H 4.45974 -0.27109 3.90785
H 5.75435 0.08565 1.47701
H 6.20357 -1.72068 4.48191
H 7.83040 -2.13425 4.13031
H 7.95983 -0.49009 1.02204
H 8.90769 -1.11935 2.30544
*
```

Arrangement 2

Formula: C24H43N5O7Sb2W
Source: the OMol25 dataset
Level of theory: ωB97M-V/def2-TZVPD

## Properties
Orbital gap, eV: 4.698

Geometry as ORCA input:
```
! RIJCOSX wB97M-V def2-TZVPD def2/J DEFGRID3
* xyz 4 1
W -1.29290 1.50399 -0.33455
O -2.73033 2.44567 -2.12403
C -2.27129 3.77177 -2.50003
C -2.03471 4.56100 -1.24169
N -1.10979 3.90869 -0.25100
C 0.33432 4.09549 -0.56706
C 1.33357 1.63134 -0.03823
O 2.36693 1.38486 -0.97397
O 0.32962 0.59593 0.05083
C -1.59399 4.15404 1.13590
C -2.32499 2.87469 1.55871
O -2.28435 2.33195 2.60621
O -2.88930 2.27534 0.40648
H -3.69346 2.40903 -2.15041
H -3.03244 4.26623 -3.10282
H -1.38438 3.65377 -3.11164
H -2.98165 4.71635 -0.73094
H -1.62647 5.54273 -1.49602
H 0.88370 4.48819 0.28468
H 0.45672 4.79671 -1.39483
H -2.27964 5.00108 1.16903
H -0.78061 4.33832 1.82565
C 0.20315 -1.37305 -2.29477
Sb -1.57848 -0.27507 -2.43920
C -1.31061 0.68909 -4.28290
C -2.94576 -1.91571 -2.82344
C -2.62408 -3.13203 -2.02862
C -1.99867 -4.20319 -2.66301
C -1.75915 -5.38757 -1.98093
C -2.14101 -5.50372 -0.65163
C -2.75322 -4.43418 -0.01036
C -2.99663 -3.24226 -0.68251
C -3.69459 -2.11869 0.00577
Sb -2.43444 -0.70732 1.01705
C -3.66877 -0.43505 2.70258
C -0.88717 -1.92976 1.74801
H 0.24888 -1.93188 -3.22973
H 0.16328 -2.06427 -1.45681
H 1.04684 -0.69386 -2.21293
H -1.05314 -0.13330 -4.95163
H -0.48918 1.39341 -4.20857
H -2.22011 1.17907 -4.61549
H -2.70240 -2.03258 -3.88359
H -3.96937 -1.55659 -2.74213
H -1.73581 -4.13066 -3.71299
H -1.30288 -6.22423 -2.49278
H -1.98570 -6.43358 -0.12065
H -3.09099 -4.55308 1.01416
H -4.28813 -2.46162 0.85419
H -4.35264 -1.54580 -0.64385
H -3.67590 -1.43559 3.13655
H -4.66547 -0.14541 2.37903
H -3.25407 0.29800 3.38236
H -0.57472 -1.54860 2.71842
H -0.04434 -1.96831 1.06396
H -1.31906 -2.92297 1.85993
N 0.57488 2.10085 2.12185
C 1.80358 2.04160 1.33843
C 2.99626 1.26209 1.92147
C 3.11582 -0.26310 1.80741
C 4.40278 -0.70514 2.55594
N 5.45412 -1.23697 1.68342
C 6.27554 -2.26133 1.96745
N 6.15572 -2.96287 3.09102
N 7.20987 -2.60716 1.08851
C 0.82607 2.73517 -1.01372
O 2.04052 2.63692 -1.67908
O -0.24159 2.13531 -1.80514
H 0.61890 2.81883 2.83796
H 0.39196 1.23435 2.61744
H 2.16352 3.06664 1.22396
H 3.01536 1.54064 2.97879
H 3.89886 1.69680 1.48385
H 3.16051 -0.58352 0.76341
H 2.25700 -0.77280 2.24932
H 4.15016 -1.46279 3.29089
H 4.80829 0.14763 3.10334
H 5.73452 -0.66353 0.90277
H 5.60837 -2.63625 3.86587
H 6.78777 -3.72461 3.28338
H 7.35591 -2.09107 0.23682
H 7.89506 -3.31250 1.31092
*
```

Top of the stability list: arrangement 1, leading by 226.3 kJ/mol.

Arrangement 1

Formula: C21H23N3OS
Source: the OMol25 dataset
Level of theory: ωB97M-V/def2-TZVPD

## Properties
Orbital gap, eV: 8.902

Geometry as ORCA input:
```
! RIJCOSX wB97M-V def2-TZVPD def2/J DEFGRID3
* xyz 0 1
C -6.12423 -3.57702 -0.21214
C -4.73082 -4.05928 -0.45163
S -3.99482 -4.78162 1.06302
C -3.23532 -3.43139 1.85771
C -3.74163 -2.87718 3.02927
C -3.07020 -1.87776 3.70321
C -1.89148 -1.35759 3.11647
C -1.37030 -1.84941 1.90419
C -0.12686 -1.33765 1.33877
C 0.84827 -2.25720 0.85936
C 2.10252 -1.82957 0.36979
C 2.37889 -0.45945 0.37770
C 3.76133 0.03046 -0.12824
C 3.75382 0.43298 -1.59150
C 3.09827 1.78794 -1.80919
C 1.90066 1.92592 -2.47504
C 1.32150 3.20274 -2.57177
O 0.20670 3.22663 -3.07998
N 1.96569 4.30207 -2.03681
C 1.40079 5.66634 -2.08358
C 3.14500 4.05383 -1.32770
N 3.84144 5.03212 -0.72537
N 3.75939 2.90304 -1.23786
C 1.43949 0.47104 0.83342
C 0.17654 0.02091 1.28564
C -2.10570 -2.89768 1.27748
H -6.63619 -3.33574 -1.13745
H -6.14487 -2.67946 0.43132
H -6.75197 -4.33231 0.27599
H -4.72974 -4.82021 -1.23263
H -4.10994 -3.24136 -0.81470
H -4.63779 -3.32536 3.47481
H -3.43073 -1.50832 4.65638
H -1.32285 -0.56497 3.59693
H 0.54945 -3.31254 0.86159
H 2.81227 -2.52628 0.04194
H 4.52595 -0.75929 -0.05377
H 4.08741 0.90819 0.44546
H 3.23548 -0.35582 -2.18871
H 4.79889 0.46185 -1.96098
H 1.38272 1.05382 -2.86475
H 1.22271 5.98820 -1.04722
H 0.48658 5.77610 -2.65749
H 2.14719 6.32895 -2.50847
H 3.66656 5.99406 -1.05681
H 4.74091 4.74811 -0.37779
H 1.68801 1.55948 0.88981
H -0.51758 0.78262 1.61729
H -1.77142 -3.30294 0.32399
*
```

Arrangement 2

Formula: C21H23N3OS
Source: the OMol25 dataset
Level of theory: ωB97M-V/def2-TZVPD

## Properties
Orbital gap, eV: 8.458

Geometry as ORCA input:
```
! RIJCOSX wB97M-V def2-TZVPD def2/J DEFGRID3
* xyz 0 1
C -2.82477 -3.17533 1.52630
C -2.85901 -2.32764 0.29175
C -2.07097 -2.62599 -0.81171
C -2.12502 -1.83659 -1.94683
C -2.95052 -0.72777 -1.98472
C -3.73361 -0.40250 -0.88358
C -4.51905 0.87976 -0.86090
C -3.66093 1.99709 -0.24105
S -2.09380 2.18783 -1.11044
C -1.28104 1.36300 0.24405
N -0.03190 0.95305 0.12324
C 0.80995 1.21564 -1.01632
C 1.99315 2.10303 -0.58429
N 2.72409 1.48052 0.49578
C 3.77379 0.60942 0.20432
C 4.73289 0.98149 -0.74409
C 5.81362 0.17011 -1.02179
C 5.98232 -1.03275 -0.35611
C 5.05273 -1.40463 0.59724
C 3.96147 -0.60149 0.87490
C 1.85243 1.23485 1.62101
C 0.66015 0.34262 1.23957
N -1.98836 1.19619 1.31206
C -3.27900 1.58825 1.20821
O -4.09700 1.58963 2.09153
C -3.68998 -1.21627 0.23907
H -1.97599 -3.85493 1.51146
H -3.73720 -3.76720 1.59960
H -2.76309 -2.54821 2.41359
H -1.41324 -3.48350 -0.78399
H -1.51436 -2.08107 -2.80427
H -2.98014 -0.10549 -2.86776
H -4.81613 1.16978 -1.87101
H -5.41311 0.77582 -0.24212
H -4.19871 2.94597 -0.24383
H 1.19518 0.26077 -1.39345
H 0.22868 1.70256 -1.79973
H 1.60915 3.06785 -0.23603
H 2.64080 2.27366 -1.44126
H 4.64683 1.92873 -1.25429
H 6.53734 0.48625 -1.75877
H 6.82859 -1.66576 -0.57363
H 5.16860 -2.33697 1.13072
H 3.25706 -0.93710 1.61981
H 1.46437 2.20418 1.95402
H 2.41688 0.79798 2.44339
H 1.00873 -0.64716 0.92721
H -0.04332 0.24398 2.06530
H -4.29856 -0.97172 1.09783
*
```

Top of the stability list: arrangement 2, leading by 29.6 kJ/mol.

Arrangement 1

Formula: C2H7S2
Source: the OMol25 dataset
Level of theory: ωB97M-V/def2-TZVPD

## Properties
Orbital gap, eV: 4.821

Geometry as ORCA input:
```
! RIJCOSX wB97M-V def2-TZVPD def2/J DEFGRID3
* xyz -1 1
S -4.32757 -2.78655 5.28367
H -3.94825 -2.80974 3.98516
C 1.77271 0.65161 0.02352
S 0.21348 -0.11368 -0.45118
C 0.03314 0.47657 -2.13226
H 2.72028 0.51531 -0.50327
H 2.03302 0.33208 1.04002
H 1.46544 1.68408 0.14896
H -0.44980 -0.28083 -2.74540
H -0.45412 1.47613 -2.05886
H 0.94168 0.85503 -2.59035
*
```

Arrangement 2

Formula: C2H7S2
Source: the OMol25 dataset
Level of theory: ωB97M-V/def2-TZVPD

## Properties
Orbital gap, eV: 7.122

Geometry as ORCA input:
```
! RIJCOSX wB97M-V def2-TZVPD def2/J DEFGRID3
* xyz -1 1
S 1.09093 -1.20532 2.87471
H 0.81967 -2.49872 2.83889
C -0.08110 0.65343 -1.67650
C -0.28366 0.75902 -0.09876
S -1.35446 -0.77993 0.33329
H 0.87652 0.35815 -2.06224
H -0.40746 1.61695 -2.19421
H -0.53919 -0.30292 -2.01659
H 0.70236 0.63683 0.39656
H -0.68920 1.71172 0.23252
H -0.13441 -0.94923 1.37233
*
```

Arrangement 3

Formula: C2H7S2
Source: the OMol25 dataset
Level of theory: ωB97M-V/def2-TZVPD

## Properties
Orbital gap, eV: 5.707

Geometry as ORCA input:
```
! RIJCOSX wB97M-V def2-TZVPD def2/J DEFGRID3
* xyz -1 1
S -1.96113 -3.07209 -0.73404
H -2.01300 -2.21067 -1.76307
C 0.49601 -0.76907 -0.05829
S 1.56076 0.72624 -0.06076
C 0.38372 1.94532 0.60876
H -0.01221 -0.96170 0.88246
H -0.26196 -0.69886 -0.80259
H 1.23061 -1.53219 -0.20091
H 0.97703 2.63242 1.19908
H -0.38650 1.41945 1.15973
H -0.01333 2.52115 -0.23037
*
```

Top of the stability list: arrangement 3, leading by 54.3 kJ/mol.

Arrangement 1

Formula: C2H5NO4
Source: the OMol25 dataset
Level of theory: ωB97M-V/def2-TZVPD

## Properties
Orbital gap, eV: 9.228

Geometry as ORCA input:
```
! RIJCOSX wB97M-V def2-TZVPD def2/J DEFGRID3
* xyz 0 1
O -1.67804 1.08645 1.13364
N -1.24585 0.87662 -0.00802
O -1.08321 2.01615 -0.81194
C -0.88246 -0.26361 -0.51825
O -0.81555 -1.35331 0.17152
H -0.76366 2.78774 -0.20258
H -0.88198 -0.46155 -1.61583
H -1.23731 -1.18121 0.98241
C 1.80260 -0.25980 0.36498
O 1.45708 0.85623 0.42129
H 1.41417 -1.07451 0.98025
H 2.44891 -0.61814 -0.47241
*
```

Arrangement 2

Formula: C2H5NO4
Source: the OMol25 dataset
Level of theory: ωB97M-V/def2-TZVPD

## Properties
Orbital gap, eV: 11.726

Geometry as ORCA input:
```
! RIJCOSX wB97M-V def2-TZVPD def2/J DEFGRID3
* xyz 0 1
O 1.92412 -1.89519 0.72121
C 2.23091 -0.92220 0.06260
N 1.51900 0.24501 0.08520
C 0.16712 0.36707 0.50626
O -0.50616 1.28921 0.15099
O -0.25272 -0.60000 1.28797
H 3.11779 -0.94692 -0.57109
H 1.78291 1.04643 -0.43613
H 0.39937 -1.31766 1.38908
O -4.08042 1.12580 -2.19265
H -4.09523 2.09018 -2.12136
H -3.16137 0.99174 -1.92523
*
```

Arrangement 3

Formula: C2H5NO4
Source: the OMol25 dataset
Level of theory: ωB97M-V/def2-TZVPD

## Properties
Orbital gap, eV: 11.768

Geometry as ORCA input:
```
! RIJCOSX wB97M-V def2-TZVPD def2/J DEFGRID3
* xyz 0 1
O 2.00428 -0.36329 -0.05976
C 1.33057 -0.45838 0.90913
N -0.09146 -0.67667 0.77733
C -0.92392 -0.52571 -0.41494
O -2.16506 -0.46672 -0.46360
O -0.17642 -0.59009 -1.62571
H 1.91466 -0.33567 1.89493
H -0.72818 -0.78330 1.54867
H 0.80825 -0.81180 -1.39396
O -0.09204 2.47085 0.75655
H -0.35363 2.59580 -0.19937
H -0.00689 1.57010 0.88345
*
```

Top of the stability list: arrangement 2, leading by 103.4 kJ/mol.